(1)
A molecular structure, C24H61HgN3O9 in a non-equilibrium geometry, computed with ωB97M-V/def2-TZVPD.

Computed properties:
Kohn-Sham gap in eV: 7.840

Atoms and positions in Å:
1 Hg -1.150 -0.302 -1.095
2 O -2.989 -1.664 -1.083
3 O 0.867 0.882 -0.690
4 O 5.471 0.171 6.421
5 O -0.921 -0.944 -3.670
6 O -0.981 2.962 -4.698
7 O -1.950 -4.456 -2.571
8 O -0.146 -1.758 0.970
9 O -2.298 1.121 0.430
10 O 0.325 3.191 3.508
11 N 0.382 -2.112 -1.766
12 N -1.910 1.563 -2.228
13 N 2.768 1.900 4.503
14 C 2.437 1.906 3.083
15 C -1.640 1.893 1.533
16 C -2.281 -6.844 -2.130
17 C 1.152 -1.765 -2.994
18 C -0.007 3.238 -5.718
19 C -0.526 -1.625 2.327
20 C 0.045 -1.899 -4.025
21 C -1.852 -0.669 -4.664
22 C 0.439 4.065 4.635
23 C -5.425 -1.350 -1.296
24 C 3.370 0.788 -0.854
25 C -1.407 -5.594 -1.861
26 C 4.155 0.702 6.314
27 C 2.080 1.528 -0.953
28 C 1.294 -2.541 -0.637
29 C 1.436 3.124 2.655
30 C 5.993 0.293 7.760
31 C 0.604 -2.945 0.696
32 C 3.672 0.749 4.813
33 C -1.291 2.941 -2.197
34 C -0.252 3.084 -3.410
35 C -3.267 1.568 -1.672
36 C -3.318 1.959 -0.194
37 C -4.178 -2.104 -0.626
38 H -5.520 -1.566 -2.360
39 H -1.953 1.711 -3.226
40 H -0.426 3.948 5.288
41 H 3.197 -0.215 4.634
42 H -2.070 -7.274 -3.109
43 H -0.883 1.249 1.980
44 H -2.084 3.666 -2.384
45 H 0.602 2.406 -3.385
46 H -0.114 -3.761 0.778
47 H -3.867 2.206 -2.321
48 H 1.482 -2.964 1.342
49 H 2.020 1.920 -1.968
50 H -4.285 1.894 0.304
51 H -0.476 3.223 -6.702
52 H 0.287 -1.066 2.789
53 H 1.427 -0.710 -3.011
54 H 2.220 2.368 -0.273
55 H 1.889 -3.346 -1.068
56 H 0.542 5.109 4.340
57 H -2.039 -7.677 -1.470
58 H -1.464 -1.094 2.489
59 H 0.051 4.129 -3.357
60 H -4.400 -2.135 0.441
61 H 1.313 3.778 5.219
62 H -0.560 -2.550 2.902
63 H -1.411 -5.333 -0.803
64 H -2.421 2.001 2.286
65 H -3.023 3.008 -0.158
66 H -5.370 -0.263 -1.237
67 H 1.005 2.768 1.720
68 H 4.230 1.450 -0.956
69 H -2.489 -1.508 -4.944
70 H 3.399 0.270 6.970
71 H 5.649 -0.291 8.614
72 H -3.724 0.590 -1.823
73 H -2.483 0.149 -4.315
74 H 6.011 1.277 8.227
75 H -1.132 2.759 1.110
76 H 1.970 -1.705 -0.454
77 H 1.892 1.973 5.000
78 H 0.854 2.572 -5.778
79 H 7.018 -0.075 7.701
80 H 3.530 0.203 0.051
81 H 4.141 1.748 6.618
82 H 1.842 4.120 2.475
83 H -6.304 -1.712 -0.762
84 H -0.794 3.134 -1.246
85 H 3.536 0.054 -1.643
86 H -0.250 -2.823 -2.105
87 H 2.057 -2.367 -3.070
88 H -4.277 -3.156 -0.896
89 H -3.312 -6.587 -1.889
90 H -0.294 -2.908 -4.261
91 H 2.016 0.991 2.665
92 H -2.595 -3.973 -2.049
93 H -1.278 -0.345 -5.532
94 H 3.305 1.941 2.425
95 H -0.351 -5.724 -2.099
96 H 4.539 0.697 4.154
97 H 0.593 -1.508 -4.882
98 H 0.333 4.268 -5.608

---

(2)
8 unconnected molecules or ions with the total composition C24H61N18O8Si in a non-equilibrium geometry, computed with ωB97M-V/def2-TZVPD.

Computed properties:
Net charge: +1
Kohn-Sham gap in eV: 6.777

Atoms and positions in Å:
1 Si -1.947 -2.889 -0.076
2 O -1.481 4.205 -0.516
3 O -5.563 0.676 0.158
4 O 4.818 -4.273 -4.025
5 O -3.093 5.578 3.235
6 O 6.136 -7.719 -6.593
7 O -3.133 9.547 -0.972
8 O 10.138 -9.262 -3.600
9 O 4.909 -0.433 -2.845
10 N -4.911 8.141 -0.877
11 N 4.881 -2.365 -5.242
12 N 3.591 1.406 -2.640
13 N -3.958 8.963 1.060
14 N 8.396 -7.954 -6.654
15 N -1.767 6.616 4.755
16 N 10.098 -8.408 -1.500
17 N 5.547 -4.373 -6.174
18 N 2.682 -0.731 -2.637
19 N -1.189 0.313 -1.179
20 N -3.076 5.072 -1.888
21 N -2.397 -1.940 2.361
22 N -0.868 5.674 2.842
23 N 12.095 -9.015 -2.490
24 N -1.431 6.414 -1.011
25 N -2.353 -1.489 1.096
26 N -6.342 0.941 2.279
27 N 7.203 -8.691 -4.839
28 C -2.698 -1.111 3.321
29 C -1.869 -4.435 0.961
30 C -4.707 2.529 1.349
31 C -2.717 -1.728 4.689
32 C 10.738 -8.917 -2.593
33 C -3.287 1.173 4.263
34 C -3.316 -3.124 -1.329
35 C -1.979 5.936 3.591
36 C -2.211 2.752 5.990
37 C -5.549 1.294 1.184
38 C -2.926 0.720 1.787
39 C -2.015 1.556 5.037
40 C -0.262 0.957 -0.246
41 C -0.260 -2.665 -0.841
42 C -3.639 2.970 6.502
43 C -2.978 0.264 3.114
44 C -3.945 8.931 -0.304
45 C -1.965 5.172 -1.104
46 C 5.071 -3.711 -5.079
47 C 7.172 -8.097 -6.062
48 C -3.193 2.156 1.449
49 C -2.606 -0.222 0.790
50 C -2.567 0.190 -0.652
51 C 3.802 0.054 -2.715
52 H 9.250 -8.260 -6.223
53 H -5.779 0.693 3.084
54 H 0.060 5.951 3.102
55 H -3.372 -1.199 5.367
56 H -1.267 1.834 4.295
57 H -1.201 -4.298 1.805
58 H 10.572 -8.119 -0.666
59 H -1.628 0.685 5.559
60 H -1.570 2.619 6.856
61 H -3.497 4.169 -1.991
62 H -2.871 -3.274 -2.309
63 H -4.947 8.117 -1.878
64 H 5.693 -5.367 -6.098
65 H 6.330 -8.813 -4.362
66 H -0.613 6.523 -0.443
67 H -0.400 -2.220 -1.821
68 H 0.091 0.242 0.495
69 H -4.606 8.447 1.623
70 H -3.272 9.540 1.509
71 H -0.864 6.920 5.063
72 H -1.499 -5.229 0.316
73 H 8.057 -9.003 -4.408
74 H 5.068 -1.877 -6.096
75 H 8.424 -7.525 -7.559
76 H -1.710 -1.733 5.097
77 H 0.219 -3.630 -0.968
78 H -1.914 3.644 5.449
79 H -3.142 -0.501 -1.260
80 H -3.480 5.855 -2.365
81 H -4.233 3.541 5.794
82 H -4.142 2.035 6.734
83 H 12.589 -9.387 -3.279
84 H -0.681 1.818 0.276
85 H 4.399 1.997 -2.698
86 H -3.758 2.069 3.887
87 H -6.916 0.151 2.003
88 H 12.610 -8.740 -1.676
89 H -1.009 5.174 1.981
90 H -1.812 7.225 -1.470
91 H 9.101 -8.318 -1.550
92 H -2.856 -4.712 1.322
93 H -4.073 -2.348 -1.367
94 H -3.995 0.702 4.941
95 H 2.686 1.822 -2.542
96 H 1.748 -0.383 -2.534
97 H -3.027 -2.763 4.600
98 H -5.034 3.119 2.198
99 H 5.753 -3.920 -7.042
100 H -4.845 3.159 0.477
101 H 0.624 1.314 -0.760
102 H -2.686 2.485 0.558
103 H 4.568 -1.845 -4.441
104 H -2.768 2.757 2.247
105 H -3.605 3.543 7.424
106 H -5.589 7.624 -0.350
107 H 0.347 -2.013 -0.222
108 H -3.075 1.141 -0.750
109 H -3.831 -4.049 -1.083
110 H -2.570 6.822 5.320
111 H 2.822 -1.725 -2.694
112 H -1.254 0.909 -1.993

---

(3)
6 unconnected molecules or ions with the total composition C24H63F6N5O7P in a non-equilibrium geometry, computed with ωB97M-V/def2-TZVPD.

Computed properties:
Energy above the lowest of the compared OMol25 structures with the same formula, charge and spin in kJ/mol: 0.0
Net charge: -1
Kohn-Sham gap in eV: 8.182

Atoms and positions in Å:
1 P -5.877 -19.331 -17.977
2 F -6.138 -18.066 -18.999
3 F -6.187 -20.338 -19.215
4 F -7.359 -19.414 -17.402
5 F -5.504 -20.711 -17.152
6 F -5.404 -18.417 -16.695
7 F -4.331 -19.371 -18.477
8 O -8.672 -14.563 -21.687
9 O -10.617 -24.657 -16.722
10 O -11.562 -19.356 -17.799
11 O -8.356 -22.584 -22.256
12 O -3.492 -13.427 -18.356
13 O -5.154 -24.490 -17.244
14 O -4.646 -24.774 -14.512
15 N -7.681 -15.696 -18.365
16 N -2.291 -16.813 -16.826
17 N -9.658 -20.667 -19.587
18 N -7.916 -24.313 -16.901
19 N -6.005 -22.380 -14.735
20 C -1.006 -14.881 -17.554
21 C -9.489 -22.477 -21.315
22 C -4.226 -13.186 -19.524
23 C -4.039 -23.597 -13.901
24 C -5.899 -23.944 -18.374
25 C -9.974 -25.014 -17.939
26 C -8.176 -13.907 -22.823
27 C -9.788 -14.633 -18.979
28 C -7.238 -23.400 -17.779
29 C -10.482 -18.633 -18.267
30 C -4.372 -20.911 -13.989
31 C -7.761 -14.548 -20.551
32 C -3.911 -25.064 -17.742
33 C -8.504 -15.295 -19.481
34 C -7.111 -22.856 -21.667
35 C -4.574 -22.315 -14.593
36 C -3.798 -25.889 -14.250
37 C -11.991 -24.314 -16.905
38 C -12.075 -19.079 -16.513
39 C -2.425 -15.344 -17.151
40 C -3.545 -14.890 -18.058
41 C -10.089 -19.206 -19.648
42 C -8.487 -25.389 -17.716
43 C -9.411 -21.002 -20.970
44 H -2.921 -25.811 -14.892
45 H -8.147 -16.282 -17.687
46 H -4.461 -15.289 -17.621
47 H -12.313 -25.355 -16.875
48 H -7.853 -23.062 -18.613
49 H -2.504 -14.766 -16.230
50 H -8.760 -20.593 -19.132
51 H -7.996 -25.569 -18.672
52 H -3.249 -17.026 -16.587
53 H -10.207 -20.566 -21.573
54 H -3.220 -25.287 -16.929
55 H -0.804 -13.832 -17.340
56 H -6.972 -22.284 -20.750
57 H -6.267 -22.779 -22.352
58 H -7.075 -23.854 -21.229
59 H -6.172 -24.641 -19.167
60 H -4.681 -12.203 -19.408
61 H -12.301 -23.801 -17.815
62 H -10.469 -22.688 -21.743
63 H -4.533 -20.151 -14.754
64 H -12.149 -23.620 -16.080
65 H -9.295 -23.165 -20.492
66 H -8.503 -26.265 -17.068
67 H -4.017 -25.994 -18.301
68 H -8.736 -23.890 -16.489
69 H -5.105 -13.830 -19.559
70 H -4.728 -20.721 -12.976
71 H -10.989 -19.178 -20.262
72 H -10.372 -15.444 -18.543
73 H -4.245 -23.854 -12.862
74 H -7.172 -22.521 -17.138
75 H -3.355 -15.452 -18.972
76 H -9.632 -18.732 -17.592
77 H -6.819 -15.079 -20.686
78 H -9.334 -18.618 -20.171
79 H -6.436 -22.143 -13.853
80 H -3.283 -20.880 -13.948
81 H -3.435 -24.350 -18.414
82 H -6.884 -16.263 -18.618
83 H -2.955 -23.581 -14.019
84 H -10.354 -14.041 -19.698
85 H -0.179 -15.468 -17.155
86 H -3.679 -26.128 -13.193
87 H -7.298 -14.327 -23.313
88 H -5.361 -23.217 -18.983
89 H -0.850 -15.153 -18.598
90 H -3.592 -13.255 -20.408
91 H -2.232 -17.114 -17.788
92 H -4.301 -26.743 -14.704
93 H -12.820 -19.811 -16.200
94 H -8.847 -13.993 -23.677
95 H -10.064 -24.194 -18.650
96 H -9.597 -13.996 -18.115
97 H -11.252 -18.879 -15.826
98 H -10.715 -17.569 -18.311
99 H -12.601 -18.125 -16.523
100 H -10.482 -25.806 -18.490
101 H -6.177 -21.529 -15.252
102 H -8.515 -20.426 -21.202
103 H -7.625 -13.515 -20.229
104 H -4.178 -22.313 -15.608
105 H -8.935 -16.228 -19.845
106 H -7.920 -12.871 -22.599

---

(4)
7 unconnected molecules or ions with the total composition C24H63NO18S6 in a non-equilibrium geometry, computed with ωB97M-V/def2-TZVPD.

Computed properties:
SMILES: CCOS(C)(=O)=O.CCOS(C)(=O)=O.CCOS(C)(=O)=O.CCOS(C)(=O)=O.CCOS(C)(=O)=O.CCOS(C)(=O)=O.CCN(CC)CC
Kohn-Sham gap in eV: 8.325

Atoms and positions in Å:
1 S 31.029 -24.963 6.925
2 S 21.961 -20.564 6.169
3 S 24.474 -17.192 2.015
4 S 30.116 -11.735 5.360
5 S 22.998 -13.612 4.938
6 S 27.778 -17.798 12.189
7 O 24.488 -13.632 4.132
8 O 23.121 -14.189 6.235
9 O 29.931 -10.462 4.703
10 O 29.399 -25.202 6.504
11 O 23.480 -21.235 6.287
12 O 24.034 -17.107 0.654
13 O 31.778 -24.469 5.815
14 O 26.413 -18.019 12.687
15 O 21.898 -14.040 4.048
16 O 21.977 -19.642 4.980
17 O 31.023 -24.259 8.126
18 O 31.090 -12.002 6.448
19 O 25.256 -16.034 2.497
20 O 28.631 -12.369 5.818
21 O 28.875 -17.264 13.385
22 O 25.241 -18.648 2.314
23 O 20.927 -21.618 6.318
24 O 28.050 -17.088 10.925
25 N 26.407 -18.304 6.527
26 C 28.239 -24.832 8.638
27 C 28.674 -25.793 7.623
28 C 25.109 -16.742 7.727
29 C 23.832 -22.341 5.586
30 C 25.634 -20.837 1.738
31 C 30.414 -12.991 4.125
32 C 26.383 -17.637 5.251
33 C 27.482 -20.282 7.670
34 C 22.904 -11.771 5.116
35 C 24.499 -19.855 1.884
36 C 26.478 -17.454 7.666
37 C 22.923 -17.324 3.065
38 C 28.579 -19.394 11.860
39 C 21.996 -19.499 7.754
40 C 30.204 -17.822 15.138
41 C 26.230 -12.840 2.695
42 C 27.454 -16.608 4.951
43 C 31.626 -26.675 7.271
44 C 26.411 -12.291 6.814
45 C 27.462 -19.328 6.496
46 C 27.882 -11.729 6.835
47 C 24.727 -13.111 2.844
48 C 28.706 -17.907 14.628
49 C 25.158 -22.825 6.364
50 H 29.024 -26.754 7.999
51 H 22.639 -16.288 3.250
52 H 31.367 -27.137 8.224
53 H 24.887 -23.184 7.357
54 H 30.136 -13.973 4.509
55 H 27.387 -16.865 7.784
56 H 25.135 -15.742 7.294
57 H 23.624 -11.469 5.876
58 H 30.713 -16.860 15.200
59 H 29.561 -19.145 11.458
60 H 26.619 -18.015 8.590
61 H 23.743 -20.216 2.581
62 H 28.385 -18.940 14.756
63 H 31.309 -12.787 3.538
64 H 21.042 -19.651 8.257
65 H 28.299 -11.987 7.808
66 H 26.662 -13.841 2.697
67 H 26.423 -13.360 6.599
68 H 30.341 -18.371 16.070
69 H 24.216 -17.275 7.401
70 H 26.650 -12.275 1.863
71 H 27.915 -19.901 11.160
72 H 25.798 -21.293 2.714
73 H 21.858 -11.628 5.390
74 H 26.505 -20.710 7.893
75 H 28.680 -19.962 12.785
76 H 28.894 -24.819 9.509
77 H 26.448 -18.270 4.366
78 H 23.955 -21.977 4.566
79 H 24.378 -13.819 2.092
80 H 27.278 -25.079 9.088
81 H 28.038 -23.782 8.426
82 H 27.294 -15.754 5.608
83 H 27.266 -16.307 3.920
84 H 25.213 -21.686 1.201
85 H 28.433 -17.056 5.121
86 H 24.066 -12.245 2.795
87 H 26.443 -12.155 3.516
88 H 24.004 -19.707 0.924
89 H 28.043 -17.292 15.237
90 H 25.560 -23.753 5.957
91 H 22.318 -18.535 7.359
92 H 29.596 -12.652 3.490
93 H 30.805 -18.542 14.582
94 H 25.039 -16.384 8.754
95 H 27.362 -20.045 5.681
96 H 25.789 -12.113 7.691
97 H 32.701 -26.741 7.102
98 H 25.919 -11.804 5.972
99 H 23.174 -11.232 4.208
100 H 26.569 -20.523 1.274
101 H 23.018 -23.049 5.738
102 H 28.203 -21.098 7.633
103 H 28.476 -18.933 6.439
104 H 25.407 -17.153 5.288
105 H 22.798 -19.927 8.356
106 H 25.960 -22.088 6.350
107 H 31.199 -27.318 6.501
108 H 27.784 -19.782 8.590
109 H 23.378 -17.710 3.978
110 H 28.017 -10.655 6.704
111 H 27.794 -26.099 7.057
112 H 22.242 -18.048 2.619

---

no.,total energy (Ha)
1,-1945.5028
2,-2828.2617
3,-2693.2282
4,-4750.1206